{
  "formula": "C8H14O9Zn",
  "method": "the ωB97M-V functional and the def2-TZVPD basis",
  "charge": -2,
  "energy_ha": -2769.84397,
  "homo_lumo_gap_ev": 5.383,
  "elements": ["Zn", "C", "C", "O", "O", "H", "H", "H", "C", "C", "O", "O", "H", "H", "H", "C", "C", "O", "O", "H", "H", "H", "C", "C", "O", "O", "H", "H", "H", "O", "H", "H"],
  "coordinates": [[-0.500, -0.211, -0.587], [1.402, -2.833, -2.859], [0.642, -1.768, -2.160], [1.065, -0.596, -2.091], [-0.331, -2.125, -1.526], [0.949, -3.819, -2.763], [2.448, -2.880, -2.557], [1.470, -2.657, -3.933], [1.222, 3.572, 0.083], [0.308, 2.494, 0.596], [-0.005, 2.401, 1.830], [-0.211, 1.767, -0.304], [1.962, 3.182, -0.616], [1.789, 4.102, 0.849], [0.645, 4.337, -0.437], [3.140, -0.864, 1.653], [1.636, -0.604, 1.839], [0.847, -0.803, 0.925], [1.160, -0.221, 2.940], [3.679, -0.537, 2.543], [3.658, -0.505, 0.764], [3.404, -1.922, 1.652], [-4.202, 0.150, 1.752], [-2.705, -0.189, 1.520], [-2.317, -0.531, 0.377], [-1.893, -0.022, 2.447], [-4.370, -0.546, 2.573], [-4.910, -0.069, 0.952], [-4.225, 1.148, 2.190], [-1.675, 0.382, -2.319], [-2.608, 0.217, -2.183], [-1.473, -0.049, -3.150]],
  "forces_ev_per_a": [[0.32, 0.34, 2.24], [0.92, -0.93, -1.47], [1.91, 0.50, 0.25], [0.62, 0.75, -1.07], [-3.08, -1.28, 1.15], [-0.06, 0.11, 0.32], [-0.06, 0.11, 0.38], [-0.12, 0.30, -0.23], [0.93, 0.76, -0.06], [-2.03, -1.00, 3.73], [1.38, 1.17, -2.88], [0.20, -0.13, -1.23], [-0.15, -0.20, -0.20], [-0.18, -0.18, 0.37], [-0.20, -0.07, -0.19], [0.83, -0.41, 0.74], [-1.55, 1.26, 3.18], [-0.58, -1.17, -4.13], [2.68, -0.51, 0.26], [-0.05, 0.52, 0.01], [-0.51, 0.50, -0.20], [-0.60, -0.50, -0.14], [0.98, -0.96, 0.91], [2.37, 1.45, 1.54], [-0.69, -0.70, -2.85], [-2.25, -0.28, 0.01], [-0.69, 0.05, 0.23], [0.20, 0.32, -0.16], [-0.28, 0.05, -0.34], [-0.33, 0.45, -0.60], [-0.32, -0.12, 0.55], [0.39, -0.22, -0.11]]
}



{
  "formula": "C30H30IN6O2Pd",
  "method": "the ωB97M-V functional and the def2-TZVPD basis",
  "charge": 1,
  "energy_ha": -2065.57874,
  "homo_lumo_gap_ev": 5.488,
  "elements": ["Pd", "C", "C", "C", "C", "C", "N", "C", "C", "C", "C", "C", "C", "C", "N", "C", "C", "C", "N", "C", "C", "N", "C", "C", "C", "N", "H", "H", "H", "H", "H", "H", "H", "H", "H", "H", "H", "H", "H", "H", "H", "H", "H", "H", "C", "C", "O", "C", "C", "C", "C", "C", "C", "H", "H", "H", "H", "H", "H", "H", "H", "N", "C", "O", "C", "I", "H", "H", "H", "H"],
  "coordinates": [[-0.555, -0.412, -0.394], [4.510, -2.845, -4.515], [3.791, -2.099, -3.442], [4.240, -2.085, -2.122], [3.516, -1.461, -1.138], [2.289, -0.807, -1.403], [1.593, -0.237, -0.379], [2.280, 0.381, 0.618], [3.453, 1.096, 0.276], [4.209, 1.767, 1.201], [3.819, 1.805, 2.541], [4.612, 2.545, 3.568], [2.658, 1.136, 2.894], [1.900, 0.403, 1.986], [0.845, -0.376, 2.491], [0.725, -0.807, 3.770], [-0.389, -1.608, 3.837], [-0.901, -1.613, 2.540], [-0.152, -0.865, 1.746], [1.846, -0.811, -2.750], [2.594, -1.454, -3.725], [0.670, -0.163, -3.174], [0.515, 0.459, -4.367], [-0.823, 0.729, -4.521], [-1.425, 0.223, -3.362], [-0.513, -0.313, -2.570], [5.554, -3.002, -4.259], [4.451, -2.321, -5.467], [4.043, -3.822, -4.646], [5.164, -2.582, -1.864], [3.865, -1.486, -0.115], [3.739, 1.106, -0.766], [5.111, 2.268, 0.886], [5.641, 2.668, 3.240], [4.602, 2.015, 4.518], [4.187, 3.536, 3.738], [2.339, 1.181, 3.922], [1.416, -0.546, 4.543], [-0.780, -2.132, 4.683], [-1.770, -2.127, 2.177], [2.217, -1.471, -4.736], [1.348, 0.682, -5.001], [-1.298, 1.208, -5.352], [-2.466, 0.191, -3.103], [-3.799, -3.434, 0.097], [-3.319, -2.007, 0.060], [-2.464, -1.657, -0.754], [-3.874, -1.050, 1.039], [-5.009, -1.306, 1.810], [-5.432, -0.381, 2.746], [-4.738, 0.804, 2.940], [-3.609, 1.073, 2.179], [-3.195, 0.161, 1.231], [-3.173, -4.039, -0.553], [-4.823, -3.499, -0.266], [-3.776, -3.834, 1.109], [-5.576, -2.212, 1.666], [-6.309, -0.588, 3.337], [-5.075, 1.514, 3.678], [-3.045, 1.982, 2.339], [-2.305, 0.368, 0.623], [-1.698, 4.155, 0.070], [-2.026, 2.960, -0.449], [-1.206, 2.073, -0.620], [-3.483, 2.822, -0.824], [-3.725, 3.731, -2.773], [-0.728, 4.377, 0.231], [-2.363, 4.908, 0.132], [-4.147, 3.345, -0.141], [-3.774, 1.781, -0.917]],
  "forces_ev_per_a": [[3.28, -1.44, -0.26], [-0.03, -0.17, -0.08], [-0.32, 0.29, 0.10], [-0.08, 0.12, -0.25], [-0.59, -0.09, -0.04], [0.21, -0.72, -1.15], [-2.87, -0.04, -0.20], [0.15, 0.83, 1.13], [-0.46, 0.07, 0.09], [-0.09, -0.13, 0.24], [-0.29, -0.27, -0.09], [-0.06, 0.14, 0.07], [0.22, 0.19, -0.04], [1.00, 0.45, -1.18], [-0.28, -0.16, 0.39], [-0.34, -0.23, -0.13], [-0.02, 0.05, -0.26], [0.08, -0.16, 0.32], [-0.68, 0.37, -1.52], [0.95, -0.28, 1.00], [0.33, -0.28, 0.05], [0.17, 0.47, -0.55], [-0.29, 0.00, 0.38], [-0.13, -0.21, 0.21], [-0.08, 0.16, -0.41], [-0.22, -0.01, 1.67], [0.10, -0.01, -0.03], [0.07, 0.01, -0.08], [0.09, -0.09, -0.09], [0.11, -0.07, 0.02], [0.01, 0.01, -0.01], [0.05, 0.02, 0.02], [0.09, 0.11, -0.02], [0.08, 0.03, 0.07], [0.09, 0.02, 0.07], [0.06, 0.07, 0.04], [-0.03, 0.03, 0.17], [0.23, 0.03, -0.04], [-0.02, -0.07, 0.23], [-0.04, -0.01, -0.12], [-0.06, -0.04, -0.15], [0.20, -0.05, -0.05], [-0.09, 0.09, -0.11], [-0.11, 0.12, 0.19], [0.22, 0.09, -0.41], [-0.13, -0.06, -0.12], [0.10, -0.02, 0.50], [0.11, 0.66, 0.28], [0.26, -0.07, -0.24], [-0.16, 0.04, 0.12], [0.07, -0.09, -0.10], [0.02, 0.04, -0.02], [0.16, -0.23, -0.32], [0.02, 0.02, 0.01], [-0.15, 0.05, 0.03], [-0.02, 0.06, 0.07], [-0.03, -0.15, 0.03], [-0.13, -0.02, 0.05], [-0.04, 0.06, 0.12], [0.01, 0.06, -0.02], [-0.61, 0.15, 0.46], [0.11, 0.43, 0.30], [-0.18, 0.15, -0.11], [-0.07, -0.03, 0.02], [0.02, 0.03, -0.39], [-0.05, -0.20, 0.31], [-0.01, -0.12, -0.02], [0.03, -0.09, -0.08], [-0.02, 0.01, -0.05], [0.08, 0.07, -0.02]]
}



{
  "formula": "CH7N2O",
  "method": "the ωB97M-V functional and the def2-TZVPD basis",
  "charge": -1,
  "energy_ha": -227.02000,
  "homo_lumo_gap_ev": 7.171,
  "elements": ["O", "H", "N", "C", "N", "H", "H", "H", "H", "H", "H"],
  "coordinates": [[1.788, 0.522, 1.945], [1.388, -0.182, 2.474], [0.189, -0.904, 0.201], [-0.727, -0.537, -0.812], [-1.105, 0.938, -0.915], [1.092, -1.030, -0.276], [1.351, 0.228, 1.114], [-0.376, -0.755, -1.839], [-1.726, -0.978, -0.681], [-1.535, 1.163, -0.030], [-0.338, 1.535, -1.182]],
  "forces_ev_per_a": [[0.26, -0.27, 0.54], [0.16, 0.26, 0.21], [0.51, -0.15, -0.37], [0.28, 1.00, -0.25], [-0.98, -0.90, -0.58], [-0.26, -0.15, 0.15], [-0.62, 0.14, -0.51], [-0.18, -0.27, 0.05], [0.03, -0.28, 0.02], [0.50, 0.58, 0.12], [0.28, 0.04, 0.62]]
}



Copy entry 3 word for word.
{
  "formula": "CH7N2O",
  "method": "the ωB97M-V functional and the def2-TZVPD basis",
  "charge": -1,
  "energy_ha": -227.02000,
  "homo_lumo_gap_ev": 7.171,
  "elements": ["O", "H", "N", "C", "N", "H", "H", "H", "H", "H", "H"],
  "coordinates": [[1.788, 0.522, 1.945], [1.388, -0.182, 2.474], [0.189, -0.904, 0.201], [-0.727, -0.537, -0.812], [-1.105, 0.938, -0.915], [1.092, -1.030, -0.276], [1.351, 0.228, 1.114], [-0.376, -0.755, -1.839], [-1.726, -0.978, -0.681], [-1.535, 1.163, -0.030], [-0.338, 1.535, -1.182]],
  "forces_ev_per_a": [[0.26, -0.27, 0.54], [0.16, 0.26, 0.21], [0.51, -0.15, -0.37], [0.28, 1.00, -0.25], [-0.98, -0.90, -0.58], [-0.26, -0.15, 0.15], [-0.62, 0.14, -0.51], [-0.18, -0.27, 0.05], [0.03, -0.28, 0.02], [0.50, 0.58, 0.12], [0.28, 0.04, 0.62]]
}